(1)
Computed, not measured: a molecular structure, C23H13Cl5N4Re, with the ωB97M-V functional and the def2-TZVPD basis.

XYZ file:
```
46
Properties=species:S:1:pos:R:3:forces:R:3:lowdin_charge:R:1
Re 0.5088 0.2209 0.3383 -0.2640 0.7028 -0.3693 1.45
Cl 6.1078 1.5194 2.2095 -0.0397 0.0258 -0.0098 0.77
Cl 3.4162 -3.1003 3.0569 0.0828 -0.0489 0.0540 0.78
Cl 6.0680 -1.3822 3.2814 0.0662 -0.0408 0.0572 0.80
Cl 0.9009 -1.7563 1.6568 0.1461 -0.6362 0.3559 0.78
Cl 3.5967 2.7384 0.8674 0.0809 -0.0371 0.1496 0.78
N -1.2024 2.5579 0.5703 0.2776 0.1094 -0.2941 0.16
N -1.1906 -0.9793 -0.2936 0.1189 -0.3103 -0.0452 -0.06
N 0.7630 2.0602 -0.5879 0.0659 -0.5538 0.1364 -0.09
N -1.1332 1.3097 0.7072 0.2698 -0.3057 0.1829 -0.14
C -2.2794 -0.7190 0.5591 0.1135 -0.1606 -0.2917 -0.23
C -3.2939 1.0470 1.9080 0.0579 0.2069 0.1938 0.02
C -4.3315 0.1837 2.2173 -0.1039 -0.1287 -0.0029 -0.01
C 0.0962 -3.2451 -2.8658 -0.1000 -0.0423 -0.0430 -0.03
C -4.3187 -1.1300 1.7439 -0.1073 0.0794 0.1169 -0.02
C 0.0548 -2.3123 -1.8643 -0.0722 0.0375 0.0572 -0.02
C 3.5626 1.1054 1.4117 0.1420 0.1503 -0.0612 -0.67
C -2.3270 -3.3781 -2.8418 -0.0349 -0.0437 -0.0291 -0.02
C -2.3836 -2.4482 -1.8342 -0.0847 0.0241 -0.0791 0.01
C 4.6952 0.5784 2.0415 0.0437 0.0885 -0.0381 -0.68
C 3.5370 -1.5166 2.4423 0.0642 -0.2961 0.1652 -0.71
C -2.2725 0.5627 1.1216 0.2430 0.1614 -0.2419 -0.18
C 1.7169 2.4019 -1.4734 -0.0469 -0.1360 -0.0412 -0.15
C 4.6898 -0.7341 2.5413 0.0857 0.0427 -0.0051 -0.68
C -3.3078 -1.5892 0.9188 0.0897 -0.2061 0.0192 0.00
C 1.8323 3.6886 -1.9373 0.0785 0.1121 -0.1338 -0.03
C -1.1845 -1.9135 -1.2909 -0.2058 0.4051 0.2466 -0.25
C -1.0956 -3.7993 -3.3510 0.0348 -0.0301 -0.0562 0.00
C 2.4112 0.3367 1.2506 -0.4686 -0.0410 -0.0392 -0.34
C -0.0993 3.0065 -0.1479 -0.3143 0.0467 0.1622 -0.29
C 2.4779 -0.9252 1.8188 -0.3079 0.2555 -0.2273 -0.64
C 0.9942 4.6738 -1.4281 -0.0673 0.1519 0.0322 0.01
C 0.0133 4.3282 -0.5154 -0.0279 0.4046 -0.0894 0.04
H 2.4013 1.6237 -1.7830 -0.0309 -0.0195 0.0397 0.13
H -5.1116 -1.8085 2.0332 0.0312 0.0432 -0.0235 0.13
H -3.2945 -2.6210 0.5948 -0.0367 0.0449 0.0087 0.13
H 1.0979 5.7017 -1.7530 -0.0114 -0.0519 0.0182 0.14
H -1.0625 -4.5386 -4.1430 -0.0051 0.0583 0.0606 0.13
H 2.6008 3.9211 -2.6631 -0.0561 0.0032 0.0371 0.13
H 0.9827 -1.9015 -1.4932 0.1085 0.0646 0.1219 0.08
H -3.2468 -3.7676 -3.2596 0.0553 0.0043 0.0057 0.13
H -3.2562 2.0614 2.2888 -0.0247 -0.0924 -0.0449 0.13
H -5.1436 0.5238 2.8465 0.0409 -0.0262 -0.0182 0.13
H 1.0460 -3.5543 -3.2804 -0.0181 -0.0061 0.0111 0.13
H -0.6931 5.0416 -0.1127 0.0530 0.0075 -0.0363 0.14
H -3.3432 -2.0728 -1.5064 0.0783 -0.0173 -0.0117 0.12
```
Positions in Å, forces in eV/Å.

Properties
- spin multiplicity = 4
- E_HOMO (spin up / spin down) (eV) = -14.2962 / -14.6474
- total charge = +2
- frontier orbital gap (spin up / spin down) (eV) = 6.590 / 5.802



(2)
Computed, not measured: a molecular structure, C5H5NS2 at a distorted geometry, with the ωB97M-V functional and the def2-TZVPD basis.

XYZ file:
```
13
Properties=species:S:1:pos:R:3:forces:R:3:lowdin_charge:R:1
S -2.0702 -0.2458 -0.6347 -0.1727 0.8856 -0.3322 0.88
S 1.4031 1.2871 -0.8115 -1.7715 5.1970 -0.1442 0.76
N 2.9701 -1.2410 0.1498 -4.7155 2.0487 0.3682 0.15
C 1.8772 -0.7483 0.1683 3.4122 -3.1559 -0.3374 -0.32
C -0.4167 -0.9039 -0.9905 -1.9688 -2.8155 0.2467 -0.45
C -0.2717 0.3648 1.0992 2.7546 -0.4710 0.5623 -0.21
C 0.5468 -0.1081 -0.1535 0.2769 -0.8066 2.8527 -0.87
C -1.5496 0.5054 0.8878 1.1096 -2.1477 -2.9764 -0.39
H 0.4309 2.6941 -0.2128 1.9007 -3.3318 -1.4476 0.11
H -2.3826 0.7897 1.3704 -2.1378 1.3518 2.5021 0.02
H 0.3613 0.5033 1.9881 -0.7713 0.4340 -0.3172 0.12
H -0.6579 -2.0716 -0.8360 1.6898 2.4820 0.3351 0.14
H -0.2406 -0.8255 -2.0245 0.3939 0.3294 -1.3121 0.05
```
Positions in Å, forces in eV/Å.

Properties
- spin multiplicity = 1
- E_HOMO (eV) = -8.7463
- energy above the lowest of the compared OMol25 structures with the same formula, charge and spin (eV) = 3.414
- frontier orbital gap (eV) = 8.206



(3)
Computed, not measured: a molecular structure, C23H18NO4PS4Ta, with the ωB97M-V functional and the def2-TZVPD basis.

XYZ file:
```
52
Properties=species:S:1:pos:R:3:forces:R:3:lowdin_charge:R:1
Ta -1.6825 -1.5699 0.5719 -0.7672 -0.5366 0.0990 1.31
S -0.7569 -4.4441 -1.4913 -0.0175 -0.0227 0.0173 0.03
S -2.3308 -4.9537 -0.2991 -0.0092 -0.0035 -0.0307 0.04
S -1.1278 -2.4048 -1.6100 0.2398 0.0755 -0.0712 0.11
S -1.7504 -3.8437 1.3427 0.0601 -0.0315 -0.0202 0.15
P 0.6039 -0.1824 0.2350 0.0808 0.1105 0.0383 1.04
O -0.7520 -1.5158 2.3940 -0.0260 0.0409 0.0646 -0.24
O -3.8372 -1.9291 0.0384 0.2844 0.0917 0.3292 -0.11
O -2.2157 2.1259 -0.7015 -0.1078 0.0412 0.0466 0.13
O -2.2763 0.0080 2.1598 0.0232 -0.1226 -0.2569 0.04
N -2.7724 -0.1088 -0.4953 -0.1378 0.4436 -0.2866 -0.05
C 1.9457 -2.5774 0.7051 -0.0407 0.0150 -0.0165 -0.10
C -0.0555 0.7221 2.7961 0.0531 -0.0183 -0.0047 -0.15
C 1.0002 1.2363 -3.5419 -0.0101 -0.0083 -0.0080 -0.06
C 3.1840 -0.9125 -0.5245 -0.0034 0.0064 0.0437 -0.08
C -1.1224 -0.2662 2.5426 0.0846 -0.0138 0.1221 -0.57
C 0.5466 2.3214 -1.0220 0.0675 0.0201 0.0064 -0.10
C 2.0934 2.4229 3.0532 0.0013 -0.0086 -0.0176 -0.04
C 4.2019 -3.0227 0.0124 -0.0151 -0.0167 0.0110 -0.06
C 0.0508 1.4990 3.9343 0.0153 0.0096 0.0216 0.01
C 1.9629 1.6590 1.9008 -0.0065 0.0179 -0.0141 -0.06
C 4.2750 -1.7662 -0.5714 -0.0027 0.0218 -0.0038 -0.06
C 0.6085 3.1465 -2.1347 0.0151 -0.0107 0.0249 -0.06
C -4.4386 1.3279 -1.3661 -0.0284 -0.0074 -0.0328 -0.04
C 0.7276 0.9491 -1.1658 -0.0067 -0.0489 -0.0277 -0.37
C -5.0519 -0.0636 -1.1366 -0.0410 -0.0235 0.0308 -0.04
C -3.0084 1.2456 -0.8391 -0.0794 -0.1806 -0.1264 -0.41
C 0.8349 2.6072 -3.3913 -0.0050 -0.0015 0.0046 -0.06
C 1.1388 2.3525 4.0572 -0.0135 -0.0064 0.0181 -0.04
C 2.0111 -1.3166 0.1136 0.0057 0.0054 0.0168 -0.35
C -3.9158 -0.7987 -0.5117 0.2864 0.1445 0.0743 -0.49
C 0.9471 0.4068 -2.4349 0.0270 0.0115 -0.0009 -0.12
C 3.0382 -3.4273 0.6510 0.0351 0.0020 -0.0100 -0.05
C 0.8795 0.8034 1.7553 0.0060 0.0145 -0.0453 -0.26
H 2.9786 -4.4066 1.1060 -0.0073 -0.0003 0.0028 0.12
H -0.6899 1.4276 4.7193 0.0016 -0.0007 0.0008 0.13
H 5.1822 -1.4487 -1.0677 -0.0009 0.0009 -0.0016 0.11
H -4.4010 1.6011 -2.4201 0.0103 0.0223 0.0112 0.14
H 2.9429 3.0829 3.1651 0.0023 -0.0013 -0.0101 0.12
H 0.4684 4.2123 -2.0162 -0.0005 -0.0008 0.0008 0.12
H 2.7021 1.7348 1.1127 -0.0026 0.0169 0.0000 0.12
H 1.0494 -2.9098 1.2128 -0.0012 -0.0064 -0.0074 0.06
H -5.3385 -0.5710 -2.0591 -0.0087 -0.0100 0.0063 0.14
H -4.9642 2.1221 -0.8399 0.0041 0.0052 0.0068 0.13
H 1.0963 -0.6578 -2.5564 -0.0092 -0.0242 0.0007 0.08
H 0.3323 2.7522 -0.0545 0.0306 -0.0116 0.0151 0.11
H 5.0533 -3.6888 -0.0311 0.0001 0.0015 -0.0012 0.11
H 0.8816 3.2553 -4.2564 0.0048 -0.0027 -0.0029 0.11
H 1.1785 0.8120 -4.5208 -0.0015 0.0023 -0.0009 0.11
H 1.2446 2.9595 4.9458 -0.0018 -0.0020 0.0012 0.12
H -5.9189 -0.0701 -0.4771 0.0096 -0.0102 0.0080 0.14
H 3.2468 0.0628 -0.9885 0.0030 0.0106 -0.0253 0.11
```
Positions in Å, forces in eV/Å.

Properties
- spin multiplicity = 1
- E_HOMO (eV) = -11.2652
- energy above the lowest of the compared OMol25 structures with the same formula, charge and spin (eV) = 0.258
- total charge = +1
- frontier orbital gap (eV) = 6.754



(4)
Computed, not measured: a molecular structure, C50H48Br2N7O2Tl at a distorted geometry, with the ωB97M-V functional and the def2-TZVPD basis.

XYZ file:
```
110
Properties=species:S:1:pos:R:3:forces:R:3:lowdin_charge:R:1
Tl -0.7825 0.2328 0.2025 0.2273 0.2041 0.2383 0.88
Br -1.4919 -2.8871 1.5572 0.3604 -0.2445 0.1619 0.69
Br 4.2027 6.9504 0.6272 0.0267 -0.0097 0.0192 0.60
O 0.0955 2.6299 1.0947 -0.2982 -0.2832 -0.0591 -0.15
O 0.9903 -2.0654 0.0090 -0.0362 0.0744 -0.2855 -0.22
N -2.3890 0.6466 2.7134 -0.3953 -0.8743 -0.2745 0.05
N -2.6151 1.9483 2.8169 0.4639 0.4113 0.3074 -0.11
N -2.9855 2.1602 -0.0872 0.3267 -0.8538 0.3582 0.05
N -2.9322 -0.2574 -1.5719 0.0621 -0.3481 0.7384 0.02
N 1.2345 1.7050 -1.5484 -0.3841 0.3923 0.9961 0.11
N 0.0412 -0.7083 -2.3035 -0.2490 -0.1019 0.3560 0.07
N -2.9850 0.6304 -2.5500 -0.4626 -0.4292 -0.4759 -0.08
C -1.7725 4.6171 -2.5241 0.0040 -0.0284 -0.2266 -0.06
C 1.8167 5.7174 1.6273 -0.0643 -0.0191 0.0139 -0.16
C -2.6094 2.6941 -1.2542 -0.0815 0.3937 -0.2803 -0.28
C -5.7530 4.1893 1.2062 0.0010 0.0721 0.1999 -0.08
C -5.6476 4.0147 2.5836 -0.0043 0.0556 0.1105 -0.32
C -2.4846 1.9396 -2.4534 0.3472 0.8511 0.3879 -0.14
C -3.7756 2.7879 0.7816 -0.2771 0.2198 -0.0708 -0.25
C -6.6412 4.6130 3.5422 0.0972 -0.1574 -0.0447 -0.09
C 4.8383 -4.2017 -0.1429 -0.2900 0.1984 0.0406 -0.08
C 1.4219 1.1713 -2.7858 0.6089 0.2808 -1.0193 -0.22
C 2.8930 5.5527 0.7506 0.5274 0.2349 -0.1705 -0.71
C 2.2434 -5.9531 3.9271 0.0479 -0.0310 0.1167 -0.57
C 2.1098 1.8845 -3.7656 -0.1981 -0.0152 0.5128 -0.04
C 3.0159 4.4427 -0.0396 -0.0135 0.1775 0.0859 -0.12
C 2.9481 -3.5202 -1.5875 -0.0123 0.0687 0.0399 -0.05
C 1.0870 -0.6021 -4.4721 -0.0994 0.0755 0.3508 -0.16
C -0.9705 1.5357 4.2057 -0.0903 0.2224 0.1299 -0.07
C -3.6329 0.1320 -3.6242 -0.2495 -0.4276 -0.2305 -0.08
C -1.6138 3.8462 -3.6736 -0.0935 0.0099 -0.1707 -0.30
C -3.5464 -1.3433 -2.0066 -0.0756 0.1831 -0.0883 -0.17
C 0.9342 3.5246 0.9172 0.1904 0.0917 -0.0774 -0.40
C 2.8153 -4.5844 1.8528 -0.0442 -0.0930 0.1641 -0.01
C 1.0223 -6.7627 4.3802 0.1905 0.1011 -0.0392 -0.07
C 2.7811 -5.1626 5.1288 -0.0456 -0.1785 -0.0657 -0.05
C -4.5948 3.2338 3.0413 -0.1780 0.1166 -0.0593 -0.01
C 0.5150 -1.8549 -4.7755 -0.0593 -0.1567 0.1842 -0.03
C -2.2528 4.0623 -1.3672 0.0344 -0.0775 0.0879 -0.02
C -4.0112 -1.1559 -3.3114 -0.0147 0.1334 -0.2820 -0.08
C -4.8520 3.6113 0.3476 0.0242 -0.0272 -0.1116 -0.03
C 2.0313 3.4448 -0.0312 -0.1380 0.1582 0.5180 -0.13
C 2.1527 2.4562 -1.0470 0.1063 -0.5022 -0.6527 -0.10
C 1.2716 -2.9989 0.8043 -0.0841 -0.1105 0.2483 -0.46
C -1.9765 2.5121 -3.6088 0.1330 0.1068 -0.0097 -0.01
C -1.0589 4.4178 -4.9468 0.0863 -0.1159 0.0605 -0.07
C 0.8851 4.7308 1.7092 -0.1458 0.1061 0.0938 -0.02
C 2.5519 -3.6623 0.8663 0.0802 0.0593 -0.2277 -0.10
C 2.3274 1.3701 -5.0400 0.0858 -0.4256 -0.5012 -0.11
C -0.4697 -1.8684 -2.6034 0.1281 0.1234 0.0019 -0.16
C 0.6120 -4.4346 2.7174 0.0085 -0.0616 -0.0309 -0.12
C 0.8318 -0.0744 -3.1730 0.2384 -0.0033 -0.5752 -0.15
C -3.6804 2.6342 2.1916 -0.4899 0.1943 -0.2988 -0.13
C 3.9879 -1.8501 -0.0502 -0.0249 -0.0145 -0.0254 -0.04
C 3.3103 -6.9583 3.4777 -0.1261 0.1282 0.0623 -0.07
C 1.8839 -4.9846 2.8124 -0.0874 -0.1447 0.0544 -0.22
C 1.8628 0.1294 -5.3920 0.1476 0.2916 -0.1413 -0.07
C 0.3289 -3.5226 1.7316 -0.5047 0.1770 -0.0396 -0.53
C -1.7870 2.5246 3.7082 0.3702 -0.0364 0.2727 -0.10
C 3.5819 -3.3211 -0.2027 0.1041 0.0967 -0.1526 -0.54
C -0.2421 -2.4996 -3.8359 0.1216 0.0034 -0.3595 -0.05
C -1.3941 0.3798 3.5450 -0.1253 0.1216 0.0848 -0.21
H -1.8262 3.5781 3.9050 -0.0163 0.1545 -0.0475 0.12
H -4.9589 3.7583 -0.7193 0.0095 0.0049 -0.0466 0.11
H 2.0683 -0.2900 -6.3689 -0.0448 -0.0014 -0.0688 0.10
H 3.0990 -1.2278 -0.1262 -0.0066 0.0792 0.0073 0.07
H 1.7352 6.6186 2.2228 0.0087 -0.0169 0.0210 0.09
H 3.0079 -5.8330 5.9590 0.0789 -0.0685 0.1713 0.07
H 3.7982 -5.0256 1.8876 0.1332 -0.0711 -0.0374 0.08
H 4.4507 -1.6800 0.9227 0.0716 0.0120 0.0657 0.08
H 5.3752 -4.0766 0.7963 0.1006 -0.0051 0.0948 0.07
H 2.0894 -2.8622 -1.6867 -0.0533 0.0016 -0.0707 0.06
H 4.2658 -6.4747 3.2977 0.1479 0.0367 -0.0612 0.07
H 2.4649 2.8787 -3.5309 -0.0258 0.0249 0.0172 0.10
H -0.1838 1.6296 4.9282 0.1429 0.0780 0.0678 0.08
H -3.8026 0.7050 -4.5143 0.0082 0.1809 -0.0378 0.11
H -7.2703 5.3440 3.0347 -0.0575 0.0532 0.0303 0.06
H -1.0927 -2.3239 -1.8492 0.0077 -0.1317 0.1256 0.09
H 0.6889 -2.2931 -5.7521 0.0160 -0.0090 -0.0147 0.10
H 3.1632 2.4115 -1.4956 -0.1516 0.0676 -0.0661 0.12
H 1.3303 -7.5252 5.0959 0.0056 -0.0827 0.1014 0.07
H -2.3465 4.6732 -0.4820 -0.0077 0.0204 0.1407 0.11
H 2.0435 -4.4356 5.4598 -0.0837 0.0956 0.0474 0.08
H -3.6270 -2.2090 -1.3783 0.0445 -0.1399 0.1944 0.10
H -4.4667 3.0957 4.1092 0.0280 -0.0943 0.0525 0.12
H 3.8580 4.3614 -0.7185 -0.0303 -0.0435 -0.0227 0.10
H 4.5784 -5.2531 -0.2634 0.0180 -0.1330 0.0229 0.08
H -6.1365 5.1084 4.3737 -0.0476 0.0620 0.0615 0.06
H 0.5571 -7.2496 3.5260 -0.1050 -0.0744 -0.0636 0.09
H 5.5056 -3.9212 -0.9587 0.0623 0.0355 -0.0384 0.07
H 0.2851 -6.1299 4.8652 -0.1478 0.0433 0.0488 0.07
H 2.8843 1.9638 -5.7536 0.0405 0.0079 -0.0710 0.09
H 3.6856 -4.6235 4.8553 0.0970 0.0740 -0.0303 0.08
H 3.6656 -3.2927 -2.3784 0.1028 0.0135 -0.0605 0.08
H -1.6181 4.0548 -5.8102 0.0186 0.0085 -0.1042 0.07
H 0.0436 4.8134 2.3817 -0.0857 0.0225 0.0669 0.10
H -0.1772 -4.7132 3.3979 -0.0904 -0.0588 0.0556 0.08
H -1.8592 1.8925 -4.4896 0.0354 -0.0818 -0.0640 0.11
H 3.4594 -7.7134 4.2486 0.0494 -0.0941 0.1232 0.07
H -4.5386 -1.8458 -3.9437 -0.0752 -0.0625 -0.0458 0.08
H 4.6937 -1.5602 -0.8314 0.0934 0.0256 -0.0742 0.08
H -1.1007 5.5062 -4.9479 0.0096 0.0708 0.0129 0.06
H 2.6155 -4.5518 -1.7021 -0.0200 -0.1380 -0.0535 0.09
H -0.0177 4.1153 -5.0714 0.1136 0.0486 -0.1322 0.06
H -1.5065 5.6682 -2.5510 0.0378 0.0457 0.0469 0.10
H -7.2890 3.8385 3.9626 -0.0952 0.0675 0.0645 0.07
H -1.0283 -0.6233 3.6543 0.0513 -0.2101 -0.1458 0.07
H 2.9957 -7.4544 2.5632 0.0006 -0.0953 -0.1475 0.09
H -6.5603 4.7991 0.8124 -0.0345 0.0064 -0.0632 0.10
H -0.6777 -3.4671 -4.0344 -0.0617 -0.0925 -0.0232 0.10
```
Positions in Å, forces in eV/Å.

Properties
- spin multiplicity = 1
- E_HOMO (eV) = -1.4809
- total charge = -2
- frontier orbital gap (eV) = 5.402